C43H55BBrN3O4Sr as an isolated structure at a distorted geometry, computed with ωB97M-V/def2-TZVPD.

Cartesian coordinates (Å):
H  -2.937  3.364  1.474
C  -2.581  -1.791  -2.242
H  3.624  3.231  -2.917
N  -1.227  0.746  -1.836
H  1.869  -3.762  -4.665
C  1.256  -1.104  3.513
H  3.822  2.030  4.444
H  -1.345  -0.526  5.610
H  0.316  -0.884  -6.589
H  0.339  2.063  6.236
C  0.121  -0.340  4.038
C  -4.218  0.469  0.341
H  4.071  -0.222  2.113
C  1.938  -0.086  -3.386
O  -0.276  0.544  1.874
H  2.431  3.091  4.186
C  2.794  2.923  -2.281
C  1.068  -2.507  3.249
H  -5.554  -0.025  -2.138
H  0.025  2.557  1.461
C  3.103  0.531  -2.913
C  -3.317  0.168  -0.678
C  -1.423  4.396  -1.068
Br  3.121  -1.911  -0.342
H  2.196  1.174  -1.125
C  2.328  -0.311  3.392
H  5.121  2.001  -1.342
H  0.731  3.994  0.723
C  1.988  1.011  3.923
H  -1.831  1.670  2.751
H  5.321  -0.866  -5.062
H  0.222  -1.308  5.941
C  4.372  -0.655  -4.587
C  -3.033  2.468  0.873
H  -4.536  -2.609  3.935
H  0.186  1.368  -4.714
N  0.668  0.307  -2.899
H  -0.945  -2.052  4.829
H  -4.783  1.800  1.920
C  4.287  1.471  -0.884
C  -0.129  1.081  -3.725
H  -0.207  2.621  -0.968
C  -0.936  3.136  -0.342
C  0.794  -1.883  -4.726
C  -1.276  1.358  -3.071
C  3.733  -0.690  3.043
C  2.011  -1.055  -4.391
B  0.018  0.029  -1.640
H  -2.172  4.932  -0.486
H  -1.763  -2.018  -1.549
H  0.658  -3.016  4.137
H  1.965  -3.068  2.984
C  -2.087  2.184  -0.100
C  -0.877  -0.003  2.873
H  -3.470  -4.624  2.805
N  -1.258  -2.268  1.970
H  3.229  2.313  2.804
H  3.304  -2.059  -5.783
C  -3.699  -1.016  -1.549
H  0.224  3.032  4.755
H  -2.999  -2.715  -2.642
O  -1.860  0.976  3.419
C  -1.114  -4.693  1.501
H  -5.046  -0.205  0.529
H  -5.065  -1.351  -3.201
C  -0.206  3.489  0.953
H  -0.796  4.137  1.603
H  4.059  1.952  0.064
C  -1.860  -3.458  2.061
H  5.212  0.702  -3.179
C  3.233  -1.319  -4.997
O  -1.644  -5.782  1.786
C  -2.863  -1.370  3.438
H  1.216  -3.225  -3.106
H  2.719  3.618  -1.448
H  -0.435  -2.474  -6.405
C  0.024  2.046  5.183
H  -1.865  4.135  -2.025
H  1.278  -2.344  -6.798
C  -2.221  1.016  -0.873
H  0.138  -3.907  -4.342
C  -0.529  -1.096  5.168
C  4.308  0.233  -3.531
C  -3.030  -3.640  2.775
H  -4.214  0.196  -3.264
H  4.406  -0.385  3.852
C  -4.702  -0.517  -2.603
Sr  0.564  -1.164  1.371
C  0.743  0.973  4.438
H  -2.174  -1.222  -3.072
H  -0.064  -1.468  -4.196
C  2.920  2.178  3.843
C  1.020  -3.292  -4.177
H  4.556  0.434  -0.706
C  0.471  -1.898  -6.223
H  -0.591  5.071  -1.251
H  -1.049  1.875  5.149
H  3.814  -1.770  2.921
C  3.034  1.502  -1.760
H  1.877  2.982  -2.860
C  -4.082  1.599  1.119
H  0.289  -2.623  2.532
H  -3.196  -0.521  4.014
C  -3.581  -2.545  3.417
O  -0.048  -4.480  0.910
C  -1.670  -1.269  2.706
H  -4.225  -1.722  -0.895
H  -2.124  1.938  -3.396

Output
Gap between HOMO and LUMO = 4.24 eV
E_tot = -4766.38725 a.u.
Energy above the lowest of the compared OMol25 structures with the same formula, charge and spin = 798.8 kJ/mol
Charge = -2
E_LUMO = 4.1 eV